No. 1
Computed, not measured: a molecular structure, C28H63F3MnN8O12S, with ωB97M-V/def2-TZVPD.

Summary:
Expectation value of S²: 8.75
Multiplicity: 6
ΔE to the lowest compared entry with this formula, charge and spin: 234.9 kJ/mol
Kohn-Sham gap (spin up / spin down): 7.4 / 7.4 eV
E: -116855.9134 eV

Each line ends with the Löwdin charge.
Cartesian coordinates (Å):
Mn (-1.39562, -1.48922, -1.92895)  0.917
C (0.80779, 1.18799, 0.85853)  -0.636
F (1.70074, 0.28883, 1.19547)  0.142
F (0.79085, 2.30573, 1.65813)  0.093
F (1.06740, 1.55697, -0.35326)  0.143
S (-0.99700, 0.33974, 0.92413)  0.522
O (-1.95777, 1.40783, 0.87525)  -0.308
O (-1.01082, -0.39644, -0.29276)  -0.379
O (-1.08198, -0.49520, 2.16120)  -0.334
C (-1.75735, -4.56448, 0.09558)  -0.094
C (-3.05049, -3.80217, -0.11079)  -0.507
C (-3.40731, -3.15495, 1.26014)  -0.070
O (-2.93237, -2.78678, -1.15084)  -0.354
H (-1.66882, -5.33186, 0.86459)  0.064
H (-1.03065, -3.83486, 0.45291)  0.050
H (-1.37229, -5.03992, -0.80652)  0.072
H (-3.80132, -4.53337, -0.41025)  0.115
H (-2.85924, -2.25385, 1.53530)  0.048
H (-3.29686, -3.84048, 2.10035)  0.060
H (-4.43339, -2.78717, 1.25612)  0.057
C (0.35544, 0.95012, -3.28048)  -0.233
O (0.03249, -0.22975, -2.91773)  -0.094
N (1.02110, 1.20209, -4.41396)  -0.168
C (1.56303, 2.52786, -4.63461)  -0.031
C (1.43349, 0.16274, -5.36770)  -0.014
H (-0.02209, 1.88015, -2.82805)  0.136
H (1.40192, 2.68694, -5.70084)  0.095
H (2.64233, 2.41870, -4.52844)  0.074
H (1.21964, 3.34796, -4.00405)  0.089
H (0.95633, -0.80815, -5.23428)  0.095
H (1.28179, 0.46363, -6.40430)  0.094
H (2.49664, -0.05801, -5.27244)  0.084
C (-0.68854, 6.96794, -0.96434)  -0.346
O (-1.52016, 7.76342, -0.58546)  0.016
N (-0.84262, 5.61318, -0.99144)  -0.172
C (-2.05469, 4.85750, -0.51693)  -0.011
C (0.30048, 4.78454, -1.39936)  -0.057
H (0.31069, 7.24842, -1.33184)  0.130
H (-2.78140, 5.64793, -0.32928)  0.078
H (-1.97016, 4.34938, 0.44367)  0.086
H (-2.37439, 4.21030, -1.33364)  0.074
H (-0.06595, 3.95454, -2.00346)  0.055
H (1.05559, 5.50029, -1.72434)  0.078
H (0.65825, 4.24972, -0.51954)  0.067
C (0.98440, -5.06753, 3.85704)  -0.376
O (2.18460, -5.28280, 4.09419)  -0.033
N (0.29709, -3.99756, 4.17388)  -0.173
C (-1.07253, -3.95251, 3.66843)  -0.046
C (0.87891, -2.89681, 4.85004)  -0.040
H (0.42130, -5.80446, 3.26371)  0.132
H (-1.75384, -3.87770, 4.51596)  0.087
H (-1.43243, -4.82909, 3.12975)  0.074
H (-1.27143, -3.05391, 3.08440)  0.065
H (1.08103, -2.01464, 4.24257)  0.090
H (0.33557, -2.63110, 5.75683)  0.100
H (1.88998, -3.16591, 5.15569)  0.087
C (3.47469, 4.48425, 0.59330)  -0.321
O (3.18548, 5.54606, 0.06133)  0.001
N (4.59955, 3.77354, 0.26730)  -0.182
C (4.83906, 2.51637, 0.95972)  -0.057
C (5.71463, 4.31897, -0.52221)  -0.034
H (2.81301, 4.00291, 1.32997)  0.132
H (5.37575, 2.64701, 1.89941)  0.091
H (5.54324, 1.94812, 0.35201)  0.071
H (3.96746, 1.88431, 1.12971)  0.077
H (6.20301, 5.11595, 0.03850)  0.096
H (6.31516, 3.52167, -0.96015)  0.072
H (5.32186, 4.90351, -1.35416)  0.081
C (1.18521, -3.55932, -1.74652)  -0.234
O (0.27612, -2.69958, -1.83529)  -0.106
N (1.83150, -3.74312, -0.57465)  -0.144
C (3.01689, -4.66610, -0.61663)  -0.013
C (1.61809, -3.02910, 0.68760)  -0.009
H (1.49291, -4.23414, -2.56023)  0.149
H (3.05754, -5.31973, 0.25470)  0.097
H (3.93483, -4.07845, -0.62859)  0.076
H (3.07896, -5.12982, -1.60112)  0.081
H (2.42203, -2.48796, 1.18654)  0.100
H (0.77171, -2.37092, 0.49126)  0.072
H (1.39139, -3.86537, 1.34893)  0.084
C (-3.73247, -1.45712, 4.76516)  -0.317
O (-3.61196, -2.05865, 5.83025)  -0.021
N (-4.94004, -1.44444, 4.09324)  -0.156
C (-5.04304, -0.45754, 2.97930)  -0.068
C (-6.15211, -2.13901, 4.66400)  -0.021
H (-2.90515, -1.03887, 4.17117)  0.122
H (-4.07311, 0.01005, 2.80994)  0.075
H (-5.77994, 0.31104, 3.21243)  0.080
H (-5.52610, -0.86299, 2.09026)  0.065
H (-6.94405, -1.48094, 5.02160)  0.080
H (-6.53707, -2.83145, 3.91538)  0.079
H (-5.80572, -2.76297, 5.48787)  0.075
C (4.91582, -1.11712, -1.38103)  -0.333
O (5.89261, -1.71037, -0.93965)  0.003
N (4.99565, 0.02577, -2.09239)  -0.181
C (3.82404, 0.84209, -2.47441)  -0.031
C (6.24099, 0.63449, -2.45025)  -0.061
H (3.90978, -1.49011, -1.13412)  0.127
H (3.99955, 1.81639, -2.01829)  0.079
H (2.91149, 0.47769, -2.00264)  0.081
H (3.83570, 0.98259, -3.55525)  0.070
H (6.20367, 1.72084, -2.53109)  0.073
H (6.94451, 0.46303, -1.63553)  0.095
H (6.58088, 0.28383, -3.42473)  0.099
C (-3.52013, 1.04850, -2.40662)  -0.257
O (-2.81934, 0.05622, -2.22962)  -0.059
N (-4.45293, 1.45811, -1.49331)  -0.113
C (-4.64468, 0.82304, -0.10500)  -0.027
C (-5.51158, 2.49373, -1.69863)  -0.050
H (-3.49773, 1.75898, -3.24740)  0.143
H (-4.33630, 1.44142, 0.73797)  0.073
H (-4.11739, -0.12569, -0.00502)  0.075
H (-5.69574, 0.55575, 0.00419)  0.081
H (-5.52673, 2.95746, -2.68495)  0.079
H (-6.50307, 2.07813, -1.51881)  0.087
H (-5.27374, 3.36527, -1.08875)  0.084



No. 2
Computed, not measured: 10 unconnected molecules or ions with the total composition C28H64Br4N8O8, with ωB97M-V/def2-TZVPD.

Summary:
Total charge: +1
Expectation value of S²: 0.76
Multiplicity: 2
ΔE to the lowest compared entry with this formula, charge and spin: 168.0 kJ/mol
Kohn-Sham gap (spin up / spin down): 7.2 / 1.9 eV
E: -338532.7560 eV

Each line ends with the Löwdin charge.
Cartesian coordinates (Å):
C (-0.67945, 0.22782, -4.38790)  -0.299
O (-0.85414, 0.95572, -3.41540)  -0.021
N (0.34169, 0.48122, -5.29006)  -0.186
C (0.44381, -0.24173, -6.58107)  -0.049
C (1.21045, 1.66256, -5.28151)  -0.049
H (-1.25168, -0.61120, -4.81311)  0.127
H (-0.23170, -1.09045, -6.68809)  0.084
H (1.46958, -0.54916, -6.78452)  0.089
H (0.13590, 0.49609, -7.32195)  0.087
H (1.24063, 2.28506, -4.38726)  0.068
H (2.24384, 1.41870, -5.52796)  0.091
H (0.75409, 2.36381, -5.98014)  0.094
C (-2.14691, 5.13963, -0.10090)  -0.353
O (-2.52646, 5.59072, 0.98698)  -0.005
N (-2.86199, 4.40275, -0.95178)  -0.158
C (-2.24442, 3.97794, -2.20382)  -0.058
C (-4.33694, 4.27797, -0.78868)  -0.011
H (-1.13318, 5.35760, -0.47109)  0.114
H (-2.16932, 2.89074, -2.22519)  0.059
H (-1.25015, 4.42347, -2.23592)  0.052
H (-2.63251, 4.31365, -3.16547)  0.093
H (-4.62237, 4.51908, 0.23528)  0.087
H (-5.01037, 4.89991, -1.37842)  0.095
H (-4.55844, 3.21853, -0.91761)  0.057
C (-1.14294, -3.89388, -3.50776)  -0.366
O (0.00467, -4.27522, -3.54107)  0.028
N (-1.82015, -3.40598, -2.43275)  -0.176
C (-3.17697, -2.83349, -2.55335)  -0.055
C (-1.16283, -3.30656, -1.12669)  -0.050
H (-1.79494, -3.86133, -4.39435)  0.131
H (-3.08175, -1.74766, -2.55540)  0.064
H (-3.79479, -3.13255, -1.70662)  0.083
H (-3.77311, -3.12772, -3.41715)  0.092
H (-0.37982, -2.56071, -1.26340)  0.089
H (-1.86254, -2.96241, -0.36507)  0.074
H (-0.74642, -4.27091, -0.83559)  0.052
C (-1.31825, -6.54913, 2.55039)  -0.253
O (-0.76659, -7.59554, 2.84648)  0.333
N (-1.82805, -5.65979, 3.36595)  -0.089
C (-2.67591, -4.51551, 2.89869)  0.009
C (-1.67362, -5.82873, 4.84800)  0.022
H (-1.34202, -6.15581, 1.52232)  0.174
H (-2.14377, -3.57780, 2.73862)  0.085
H (-3.47032, -4.30815, 3.61564)  0.107
H (-3.20116, -4.52494, 1.94364)  0.100
H (-1.54229, -4.97723, 5.51568)  0.111
H (-2.56847, -6.33468, 5.21043)  0.112
H (-0.75950, -6.34606, 5.13930)  0.102
C (6.99684, 1.50695, 2.05500)  -0.371
O (8.19002, 1.22560, 1.92590)  -0.008
N (6.01719, 0.67937, 1.70816)  -0.162
C (4.58426, 1.07715, 1.88938)  -0.070
C (6.32122, -0.67200, 1.11515)  -0.015
H (6.60656, 2.43944, 2.49129)  0.115
H (4.02208, 0.23465, 2.29215)  0.086
H (4.17128, 1.50872, 0.97763)  0.023
H (4.52189, 1.94592, 2.54471)  0.041
H (5.73544, -0.71217, 0.19680)  0.074
H (7.32940, -0.92506, 0.78706)  0.086
H (5.97807, -1.39550, 1.85467)  0.077
C (0.04106, -0.98145, 1.23285)  -0.328
O (-1.12130, -1.19546, 1.70845)  -0.085
N (0.27651, 0.05819, 0.43684)  -0.143
C (1.42059, 0.09250, -0.49013)  -0.050
C (-0.70122, 1.15414, 0.39728)  -0.033
H (0.89549, -1.64551, 1.43574)  0.093
H (1.14034, 0.51502, -1.45504)  0.067
H (1.94930, -0.82867, -0.73507)  0.093
H (2.12249, 0.75544, 0.01579)  0.050
H (-0.37102, 1.98738, 1.01758)  0.054
H (-0.89371, 1.46396, -0.62988)  0.066
H (-1.71252, 0.86758, 0.68584)  0.077
C (-7.08114, 0.61832, -0.65477)  -0.276
O (-7.75280, 0.97812, 0.33177)  -0.022
N (-5.73280, 0.46536, -0.44270)  -0.212
C (-4.83449, 0.07144, -1.52837)  -0.065
C (-4.97845, 0.68843, 0.76525)  -0.049
H (-7.43245, 0.36759, -1.66765)  0.136
H (-4.31911, 1.01064, -1.72931)  0.079
H (-5.30678, -0.25184, -2.45602)  0.090
H (-4.23001, -0.78360, -1.22568)  0.054
H (-5.70713, 0.89992, 1.54781)  0.091
H (-4.57934, -0.29331, 1.02017)  0.091
H (-4.26533, 1.51072, 0.70688)  0.081
C (0.96378, 2.13588, 3.55168)  -0.354
O (1.87286, 1.41644, 4.01757)  -0.036
N (1.08995, 3.39358, 3.19825)  -0.168
C (-0.06532, 4.08515, 2.62050)  -0.067
C (2.35215, 4.11694, 3.04872)  -0.063
H (-0.05723, 1.74807, 3.41258)  0.131
H (-1.05369, 3.65682, 2.78708)  0.094
H (0.09431, 4.14256, 1.54378)  0.032
H (-0.16530, 5.08029, 3.05387)  0.100
H (2.42734, 4.53469, 2.04476)  0.000
H (2.22471, 4.99152, 3.68666)  0.098
H (3.23397, 3.53403, 3.31466)  0.069
Br (1.24407, -4.59207, 1.47744)  0.723
C (2.80579, -5.51905, 2.20919)  -0.693
C (3.50690, -4.63628, 3.23918)  -0.683
Br (5.07266, -5.65937, 3.73707)  0.680
H (3.41299, -5.98196, 1.43130)  0.060
H (2.39898, -6.44882, 2.60684)  0.042
H (2.93135, -4.48330, 4.15211)  0.060
H (3.83659, -3.69475, 2.79995)  0.053
Br (4.70007, 4.31721, 0.67898)  0.677
C (4.55454, 4.10689, -1.35200)  -0.537
C (3.43634, 3.07063, -1.69678)  -0.568
Br (1.60304, 3.64077, -1.00741)  0.633
H (5.55050, 3.86751, -1.72463)  0.062
H (4.33621, 5.06867, -1.81612)  0.055
H (3.69521, 2.13902, -1.19359)  0.025
H (3.38876, 2.87227, -2.76752)  0.053



No. 3
Computed, not measured: 4 unconnected molecules or ions with the total composition C28H64F3N4O, with ωB97M-V/def2-TZVPD.

Summary:
Total charge: +1
Kohn-Sham gap: 6.2 eV
E: -46223.6928 eV

Each line ends with the Löwdin charge.
Cartesian coordinates (Å):
C (-4.57253, -0.69294, -0.38009)  -0.062
C (-4.97513, 0.73182, -0.78602)  -0.383
C (-4.13518, 1.14002, -1.98442)  -0.063
C (-4.81680, 1.65452, 0.43919)  -0.112
C (-4.42579, 3.10203, 0.17023)  -0.252
C (-4.85300, 4.04293, 1.30746)  -0.097
C (-4.06616, 5.33581, 1.06682)  -0.074
N (-2.97748, 4.97450, 0.10078)  0.106
C (-2.97488, 3.45073, -0.13155)  -0.142
C (-1.83871, 2.96595, 0.76802)  -0.107
O (-1.85968, 1.58476, 1.01718)  0.046
C (-1.89660, 1.19854, 2.32758)  -0.649
F (-2.84504, 1.87425, 3.04147)  0.147
F (-2.15690, -0.11889, 2.33956)  0.181
F (-0.71343, 1.43067, 2.92903)  0.176
H (-4.51312, -1.32644, -1.25256)  0.078
H (-5.30849, -1.09088, 0.30305)  0.090
H (-3.61458, -0.69917, 0.12257)  0.062
H (-6.01271, 0.65909, -1.07890)  0.133
H (-4.40788, 2.11447, -2.37023)  0.073
H (-3.09355, 1.18006, -1.67797)  0.081
H (-4.18277, 0.40242, -2.76587)  0.085
H (-4.16410, 1.16863, 1.13655)  0.086
H (-5.78119, 1.70978, 0.92600)  0.131
H (-4.98921, 3.42996, -0.70099)  0.150
H (-5.90385, 4.25501, 1.26495)  0.128
H (-4.60813, 3.57525, 2.24616)  0.116
H (-4.72979, 6.01885, 0.56605)  0.131
H (-3.71054, 5.75187, 1.99229)  0.134
H (-2.09275, 5.34021, 0.45020)  0.177
H (-3.11037, 5.49653, -0.75968)  0.185
H (-2.77458, 3.36216, -1.18512)  0.144
H (-1.79137, 3.55154, 1.67597)  0.145
H (-0.91317, 3.16408, 0.23857)  0.121
C (1.73382, 1.93399, 0.58968)  -0.094
C (2.99364, 1.90299, -0.25904)  -0.271
N (2.76749, 2.36450, -1.61473)  -0.166
C (3.86173, 2.05414, -2.52215)  -0.255
C (5.22443, 2.70428, -2.25970)  -0.072
C (2.19325, 3.68813, -1.73839)  -0.252
C (2.93267, 4.86467, -1.08570)  -0.078
H (0.92453, 1.38796, 0.09811)  0.079
H (1.91917, 1.46385, 1.55573)  0.083
H (1.40188, 2.95774, 0.78437)  0.062
H (3.33980, 0.86826, -0.31406)  0.030
H (3.78437, 2.46830, 0.25790)  0.126
H (3.54088, 2.29362, -3.53889)  0.129
H (3.99306, 0.96843, -2.50909)  -0.016
H (5.23247, 3.76173, -2.52028)  0.061
H (5.98290, 2.21812, -2.87445)  0.075
H (5.53504, 2.60196, -1.21968)  0.078
H (1.17738, 3.65512, -1.32233)  0.079
H (2.05151, 3.89656, -2.80115)  0.114
H (3.24862, 4.63682, -0.06705)  0.067
H (2.27292, 5.73474, -1.03720)  0.066
H (3.80985, 5.16329, -1.65471)  0.058
C (-3.91825, -5.34363, -0.48299)  -0.087
C (-2.74497, -4.46671, -0.07236)  -0.276
N (-2.54744, -4.41667, 1.36271)  -0.197
C (-1.64672, -3.36126, 1.78257)  -0.252
C (-0.18266, -3.41080, 1.33055)  -0.079
C (-2.38028, -5.70196, 2.01957)  -0.244
C (-1.24044, -6.61188, 1.54295)  -0.078
H (-4.82736, -5.04555, 0.04080)  0.079
H (-4.09521, -5.24464, -1.55445)  0.073
H (-3.73398, -6.39863, -0.28082)  0.066
H (-2.94615, -3.44630, -0.41217)  0.102
H (-1.84578, -4.80295, -0.61297)  0.104
H (-1.67878, -3.29182, 2.87358)  0.116
H (-2.06907, -2.41737, 1.42274)  0.083
H (0.39000, -4.16710, 1.86571)  0.062
H (0.28570, -2.44797, 1.53903)  0.051
H (-0.08593, -3.59491, 0.26011)  0.073
H (-3.31821, -6.25368, 1.92129)  0.102
H (-2.27416, -5.52213, 3.09164)  0.115
H (-1.20140, -6.68576, 0.45555)  0.066
H (-1.39113, -7.61984, 1.93242)  0.074
H (-0.26751, -6.27527, 1.89691)  0.055
C (5.11516, -0.16561, -2.15751)  -0.078
C (5.16931, -1.53513, -1.49660)  -0.233
N (5.18505, -1.46441, -0.04894)  -0.188
C (5.53358, -2.72037, 0.59185)  -0.244
C (4.58174, -3.91059, 0.41627)  -0.081
C (4.09376, -0.72525, 0.55042)  -0.235
C (2.66097, -1.17902, 0.23671)  -0.054
H (5.91881, 0.47434, -1.79140)  0.097
H (5.23059, -0.27169, -3.23644)  0.119
H (4.16260, 0.33766, -1.97997)  0.009
H (6.08978, -2.03119, -1.81231)  0.121
H (4.33776, -2.14649, -1.88304)  0.106
H (5.67495, -2.53240, 1.65917)  0.112
H (6.51884, -3.01261, 0.21700)  0.111
H (3.66971, -3.79631, 1.00165)  0.052
H (5.07118, -4.82286, 0.76124)  0.073
H (4.30533, -4.06414, -0.62713)  0.067
H (4.19261, 0.32251, 0.25008)  0.059
H (4.24023, -0.71800, 1.63304)  0.131
H (2.51174, -1.36874, -0.82720)  0.090
H (1.95642, -0.39503, 0.53028)  0.044
H (2.38766, -2.07517, 0.78701)  0.045